Model i:
20
Properties=species:S:1:pos:R:3:lowdin_charge:R:1 method="wB97M-V/def2-TZVPD" homo_lumo_gap_ev=10.12 homo_ev=-9.11
C -0.18757 0.94412 2.08094 -0.27
O -1.22754 0.50653 2.99470 -0.11
C 0.42847 -0.23331 1.37456 -0.19
C 1.19442 0.39106 0.14528 -0.18
C 0.31573 0.35912 -1.14191 -0.23
C -0.23335 -1.01004 -1.53425 -0.28
N -1.14729 -0.90585 -2.67867 -0.02
H 0.64711 1.38875 2.63165 0.11
H -0.67305 1.79056 1.47270 0.14
H -1.32000 -0.47633 3.09600 0.10
H -0.42491 -0.85250 1.14822 0.09
H 0.81741 -0.90292 2.05398 0.09
H 1.97993 -0.31127 -0.03870 0.08
H 1.80904 1.34651 0.25499 0.14
H 0.95774 0.76791 -2.02801 0.14
H -0.26430 1.25028 -1.16442 0.08
H -0.79897 -1.52472 -0.79339 0.08
H 0.69959 -1.57807 -1.75512 0.13
H -0.73677 -0.85613 -3.55043 0.02
H -1.83569 -0.09373 -2.56811 0.11

Model ii:
20
Properties=species:S:1:pos:R:3:lowdin_charge:R:1 method="wB97M-V/def2-TZVPD" homo_lumo_gap_ev=9.05 homo_ev=-8.35
C 0.28375 -1.95200 -0.97607 -0.13
N -0.51168 -2.09236 0.24988 -0.06
C -1.04488 -0.77225 0.53323 -0.39
C -2.31850 -0.43711 0.28396 -0.12
C -2.81404 0.97857 0.17696 -0.10
C -0.07300 0.17726 1.13127 -0.07
H -0.27576 -1.54315 -1.83979 0.08
H 1.13223 -1.29020 -0.83634 0.07
H 0.62422 -2.93349 -1.33611 0.08
H -1.31754 -2.68591 0.09414 0.10
H -2.96773 -1.21081 -0.11948 0.10
H -2.14917 1.79050 0.47330 0.06
H -3.10923 1.11876 -0.86940 0.07
H -3.72412 1.09741 0.77307 0.07
H 0.46303 -0.43937 1.87278 0.09
H -0.45039 1.00733 1.71742 0.07
H 0.51894 0.69650 0.35673 0.09
H 6.05881 3.57547 -0.76073 0.01
H 5.42820 2.24724 -0.31972 0.04
O 6.24685 2.66763 -0.60508 -0.05

Model iii:
20
Properties=species:S:1:pos:R:3:lowdin_charge:R:1 method="wB97M-V/def2-TZVPD" homo_lumo_gap_ev=10.24 homo_ev=-9.26
C -0.60272 0.22468 1.75889 -0.25
C 0.62780 0.74953 0.92504 -0.14
C 0.18229 0.84323 -0.66287 -0.23
C 2.01889 0.89316 -2.40396 0.00
C 1.27292 1.48490 -1.47962 -0.23
N -0.53522 -1.22686 1.85282 0.01
H -0.63116 0.65732 2.79134 0.11
H -1.53379 0.48416 1.23694 0.10
H 1.58873 0.17980 0.75279 0.12
H 0.67156 1.80847 1.13148 0.08
H -0.11252 -0.16124 -1.06525 0.10
H -0.86870 1.18917 -0.76297 0.11
H 2.82899 1.39799 -2.90138 0.05
H 1.73232 -0.15824 -2.61008 0.07
H 1.44221 2.51436 -1.15043 0.10
H -0.72059 -1.43998 2.77505 0.04
H 0.20217 -1.69217 1.59645 0.00
H -2.02014 -2.24843 0.47347 -0.01
H -2.45256 -2.96553 -0.54220 0.06
O -2.17189 -2.01883 -0.43999 -0.09

Model iv:
20
Properties=species:S:1:pos:R:3:lowdin_charge:R:1 method="wB97M-V/def2-TZVPD" homo_lumo_gap_ev=10.65 homo_ev=-9.85
C 0.46199 1.88816 0.12718 -0.33
C -0.16637 2.90120 -0.79831 -0.13
C 0.67847 2.41998 1.52882 -0.13
H 1.43129 1.55891 -0.25880 0.10
H -0.07621 0.94283 0.18030 0.07
H -1.23393 3.06179 -0.68232 0.07
H 0.24770 3.90468 -0.65041 0.07
H 0.79369 1.66208 2.31923 0.07
H 0.04816 2.72076 -1.85199 0.06
H -0.23071 2.89248 1.95056 0.07
H 1.47929 3.15590 1.60036 0.07
C 0.80140 -2.67603 -0.79420 -0.01
C -0.28883 -1.93106 -0.09121 -0.60
O -0.17823 -1.66269 1.09832 0.02
N -1.33897 -1.47932 -0.82662 0.16
H 0.50636 -3.10966 -1.75999 0.08
H 1.27223 -3.43744 -0.19142 0.08
H -2.00923 -0.88156 -0.37637 0.11
H -1.48768 -1.72455 -1.78430 0.09
H 1.59837 -2.00115 -1.09500 0.08

The structure with the least stability is model iii.

Model i:
19
Properties=species:S:1:pos:R:3:lowdin_charge:R:1 method="wB97M-V/def2-TZVPD" homo_lumo_gap_ev=10.46 homo_ev=-9.51
O 2.14357 -2.72714 -0.37015 0.03
C 1.68263 -1.94607 0.39830 -0.39
N 1.00233 -0.88431 -0.06925 0.05
C -0.04258 -0.20810 0.68971 -0.40
C -0.72745 0.70906 -0.32919 -0.23
C 0.00791 1.96199 -0.45747 -0.16
C 0.21364 2.24878 -1.77036 0.02
C -1.18864 -1.06606 1.28581 -0.07
H 1.91389 -2.09640 1.53679 0.17
H 1.07631 -0.58686 -1.03000 0.13
H 0.39208 0.25664 1.57897 0.13
H -0.76674 -0.06190 -1.21466 0.16
H -1.73960 1.04799 -0.02952 0.13
H -0.11258 2.61851 0.31938 0.08
H 0.18501 1.41163 -2.45869 0.05
H 0.43406 3.20946 -2.28867 0.07
H -0.95380 -2.02935 1.72974 0.06
H -1.87169 -0.54649 2.10340 0.13
H -1.64836 -1.31137 0.37587 0.04

Model ii:
19
Properties=species:S:1:pos:R:3:lowdin_charge:R:1 method="wB97M-V/def2-TZVPD" homo_lumo_gap_ev=9.81 homo_ev=-8.99
C 0.79593 0.52813 -1.07719 -0.14
N -0.09994 0.17302 0.03781 -0.07
C 0.11417 0.68200 1.29243 -0.51
C -0.60608 -0.02315 2.40871 0.00
O 0.89174 1.60323 1.45305 0.05
C -1.07013 -0.83809 -0.34386 -0.16
C -0.58719 -1.39273 -1.68384 -0.14
C 0.76841 -0.67313 -1.99057 -0.15
H 0.41954 1.44530 -1.52941 0.12
H 1.77694 0.73992 -0.65032 0.12
H -0.09552 -0.98206 2.53751 0.09
H -0.59942 0.55746 3.32859 0.08
H -1.65571 -0.24473 2.20287 0.08
H -2.05803 -0.36771 -0.46364 0.12
H -1.20654 -1.60299 0.41235 0.11
H -1.27887 -1.15429 -2.48143 0.10
H -0.42156 -2.46799 -1.65269 0.10
H 1.59565 -1.32930 -1.78931 0.10
H 0.72286 -0.36474 -3.02833 0.10

Model iii:
19
Properties=species:S:1:pos:R:3:lowdin_charge:R:1 method="wB97M-V/def2-TZVPD" homo_lumo_gap_ev="7.52 / 8.34" homo_ev="-7.71 / -8.29"
C 2.21431 -0.64680 0.05715 -0.14
C -0.41769 0.60678 -2.06513 -0.02
C -1.07625 1.18496 1.75622 -0.08
C -0.19655 -0.85930 0.22048 -0.57
C -0.34833 0.24237 -0.64089 -0.11
C -1.24367 0.36773 0.49987 -0.16
O -0.67342 -2.15297 0.00307 0.05
N 0.99968 -0.56925 0.85227 0.08
H -0.17034 -2.72655 0.59833 0.10
H -2.29135 0.26398 0.19147 0.14
H 2.04995 -0.87707 -1.00480 0.08
H 2.79035 0.28229 0.12581 0.07
H 2.85250 -1.42654 0.49068 0.08
H -1.46863 0.61593 -2.38066 0.10
H -0.04296 1.62384 -2.21968 0.09
H 0.13295 -0.08770 -2.69829 0.08
H -1.64203 0.73941 2.57682 0.08
H -0.02549 1.21538 2.03818 0.06
H -1.44302 2.20351 1.59910 0.07

Model iv:
19
Properties=species:S:1:pos:R:3:lowdin_charge:R:1 method="wB97M-V/def2-TZVPD" homo_lumo_gap_ev=11.03 homo_ev=-9.99
C 0.15375 0.76722 2.11144 -0.07
C -0.32849 -0.39093 1.14815 -0.37
C 0.84776 -1.49334 1.17797 -0.11
C -0.78268 0.15533 -0.18319 -0.49
C -0.21916 1.38250 -2.12700 -0.17
C -0.14871 -0.07395 -2.42641 -0.11
H -0.62893 1.41038 2.61564 0.07
H 1.02308 0.29457 2.96458 0.15
H 0.70225 1.33148 1.17911 0.11
H -1.17590 -0.96344 1.47326 0.11
H 0.96227 -1.87076 2.29886 0.09
H 0.64909 -2.59235 0.64336 0.12
H 1.79066 -1.00905 0.88477 0.05
H 0.53303 2.11490 -2.48435 0.12
H -1.28452 1.63848 -2.25370 0.12
H -1.03808 -0.84073 -2.39188 0.13
H 0.65217 -0.59958 -3.24092 0.15
N 0.27016 0.53945 -1.05239 0.00
O -1.97775 0.19982 -0.33730 0.10

The structure with the least stability is model iii.

Model i:
19
Properties=species:S:1:pos:R:3:lowdin_charge:R:1 method="wB97M-V/def2-TZVPD" homo_lumo_gap_ev=7.50 homo_ev=-7.52
C 2.38496 -0.25854 -0.33219 -0.09
C 0.93616 0.12831 -0.38538 -0.44
C 0.34888 1.35266 0.21361 -0.20
C -1.38720 0.42576 -0.50798 -0.23
C -1.53723 -0.96472 -0.72616 -0.14
C -0.18185 -0.81256 -0.19577 -0.46
H 3.12773 0.49583 -0.49169 0.05
H 2.22675 -1.29507 -1.04830 0.16
H 2.93520 -0.71687 0.58794 0.08
H 0.96990 0.44473 -1.54940 0.17
H 0.45000 2.23357 -0.43233 0.14
H 0.93835 1.39228 1.03559 0.09
H -1.13728 0.69634 -1.57108 0.15
H -1.76566 -1.66198 0.23605 0.11
H -1.83220 -1.50241 -1.71174 0.15
H 0.88857 -2.05744 1.59069 0.23
H -1.56134 -0.91210 1.78585 0.27
N -0.04963 -0.88596 1.26164 0.01
O -1.03437 1.23242 0.54251 -0.06

Model ii:
19
Properties=species:S:1:pos:R:3:lowdin_charge:R:1 method="wB97M-V/def2-TZVPD" homo_lumo_gap_ev=7.55 homo_ev=-6.71
C -2.46638 1.45830 0.30794 -0.08
C 0.84780 1.07945 1.09704 -0.09
C 2.50427 -0.93931 -0.34972 0.01
C -1.76979 0.20579 -0.20762 -0.27
C 0.40274 0.03513 0.17206 -0.12
C 0.43332 -1.04185 -0.45876 -0.26
N -0.02293 -1.97124 -1.30777 0.10
O -2.41673 -0.58442 -0.86864 -0.01
H 0.02974 -2.92154 -0.95942 0.11
H -0.96176 -1.73260 -1.64692 0.08
H -2.54242 1.40417 1.39676 0.07
H -3.46682 1.57168 -0.12362 0.07
H -1.86991 2.33540 0.04228 0.07
H 1.24128 1.94007 0.54996 0.09
H 0.02371 1.40790 1.73214 0.07
H 1.62959 0.70575 1.76205 0.08
H 2.80757 -1.39433 0.58912 0.02
H 2.65135 -1.59588 -1.20258 0.02
H 2.94536 0.03751 -0.52431 0.02

Model iii:
19
Properties=species:S:1:pos:R:3:lowdin_charge:R:1 method="wB97M-V/def2-TZVPD" homo_lumo_gap_ev=9.62 homo_ev=-8.92
C 1.01579 -0.02374 0.83881 -0.17
C -0.96080 -1.93797 -1.36685 -0.05
C 1.96741 1.16187 0.92455 -0.10
C -0.48514 0.44209 0.93950 -0.31
C -0.77871 -0.44433 -1.27967 -0.46
C -1.32281 0.24143 -0.07784 -0.04
O -0.79272 1.14415 2.07878 0.04
N -0.30478 0.21079 -2.29270 0.13
H -1.74909 1.31795 2.11232 0.12
H -0.36361 1.22114 -2.12709 0.05
H -2.36510 0.53529 -0.09669 0.11
H 1.17478 -0.68300 1.70091 0.11
H 1.31704 -0.64062 -0.01248 0.10
H -1.32947 -2.35586 -0.42660 0.08
H -1.67296 -2.16982 -2.16363 0.08
H 0.00207 -2.40114 -1.60032 0.08
H 3.00514 0.81321 0.93227 0.07
H 1.81406 1.73458 1.84498 0.07
H 1.82889 1.83398 0.07174 0.08

The structure with the least stability is model i.

Model i:
19
Properties=species:S:1:pos:R:3:lowdin_charge:R:1 method="wB97M-V/def2-TZVPD" homo_lumo_gap_ev=8.38 homo_ev=-7.55
C -0.17127 -1.02561 1.32185 -0.10
C 1.09419 0.56456 -2.12787 -0.03
C -1.65718 -0.76931 1.24624 -0.11
C 0.72214 0.26931 -0.70356 -0.36
C 0.62059 1.17498 0.27116 -0.10
C 0.36848 2.30943 0.86597 -0.01
O -0.13838 -1.77945 -1.33527 -0.04
N 0.50920 -1.02847 -0.31269 -0.10
H 0.32028 -2.62952 -1.33491 0.10
H 0.33940 -0.40967 2.05580 0.09
H 0.07104 -2.06475 1.52907 0.09
H 1.80542 -0.17108 -2.50394 0.08
H 1.53085 1.55892 -2.19492 0.08
H 0.20463 0.52313 -2.75889 0.08
H -0.40764 2.98747 0.52295 0.06
H 0.89293 2.61172 1.76748 0.05
H -2.12802 -1.01700 2.20077 0.08
H -2.11366 -1.38095 0.46843 0.07
H -1.86300 0.27627 1.02234 0.07

Model ii:
19
Properties=species:S:1:pos:R:3:lowdin_charge:R:1 method="wB97M-V/def2-TZVPD" homo_lumo_gap_ev=9.72 homo_ev=-9.33
C 1.00675 0.09004 -0.83277 -0.39
C 1.25908 -0.17272 0.65538 -0.10
C -0.07849 -1.06705 -1.41701 -0.03
C 0.08254 -0.85411 1.34522 -0.43
N 0.54607 1.41755 -1.06888 0.02
C -1.23621 -0.19544 1.22251 -0.10
C -1.42036 1.13232 1.29318 0.03
O 0.19169 -1.96159 1.82973 0.09
H 1.93764 -0.05904 -1.38895 0.13
H -0.39785 1.54859 -0.67617 0.05
H 0.50902 1.62096 -2.06166 0.08
H 2.11597 -0.83774 0.76554 0.12
H 1.45736 0.77610 1.15577 0.11
H -2.07868 -0.87449 1.18323 0.12
H 0.06108 -2.09984 -1.11824 0.07
H 0.14629 -1.10355 -2.48319 0.05
H -1.10052 -0.72414 -1.29579 0.05
H -0.59799 1.81367 1.45002 0.07
H -2.40339 1.55045 1.44209 0.07

Model iii:
19
Properties=species:S:1:pos:R:3:lowdin_charge:R:1 method="wB97M-V/def2-TZVPD" homo_lumo_gap_ev=8.79 homo_ev=-7.74
O 1.82482 3.87082 -0.32012 0.06
C 1.74799 3.23394 0.69418 -0.27
C 1.18125 1.84282 0.78564 -0.17
C 0.44853 1.31015 -0.45130 -0.22
C -0.55045 0.24539 -0.08288 -0.14
C -0.41478 -1.04740 -0.35248 -0.17
N -1.27999 -2.04448 0.09040 -0.11
C -1.37334 -3.30380 -0.59176 -0.13
H 2.06340 3.64124 1.67617 0.12
H 0.52089 1.78076 1.65459 0.11
H 1.98291 1.14690 1.02019 0.12
H 1.15386 0.92946 -1.18423 0.11
H -0.10630 2.11774 -0.94576 0.11
H -1.38941 0.57713 0.52465 0.11
H 0.39050 -1.46172 -0.95240 0.12
H -2.01017 -1.82177 0.74412 0.12
H -1.90366 -3.27302 -1.55599 0.08
H -1.90426 -4.03025 0.02776 0.08
H -0.38181 -3.71391 -0.78076 0.07

The structure with the least stability is model i.